Version one
ORCA calculation (ωB97M-V with the def2-TZVPD basis set) on CH3N3O2S as an isolated structure.

Results
frontier orbital gap (spin up / spin down): 5.55 / 6.75 eV
⟨S²⟩: 2.01

```
! RIJCOSX wB97M-V def2-TZVPD def2/J DEFGRID3
* xyz 0 3
C -1.0220 -0.3234 0.3762
N -1.8596 -1.1439 0.3510
N 2.1040 0.2944 -1.2830
N -0.2968 0.6781 0.1945
O 0.9902 -1.6607 -0.1216
O 2.1461 -0.0762 1.1999
S 1.6220 -0.4042 -0.0476
H -2.0659 -1.9642 1.0393
H 2.5982 1.1864 -0.9779
H -0.6081 1.5677 0.5750
*
```

Löwdin atomic charge list, values in e, 8 entries: C -0.403; N 0.184; N -0.027; N 0.062; O -0.311; O -0.306; S 0.446; H 0.153

=====

Version two
ORCA calculation (ωB97M-V with the def2-TZVPD basis set) on CH3N3O2S as an isolated structure.

Results
frontier orbital gap (spin up / spin down): 6.72 / 6.40 eV
⟨S²⟩: 2.01

```
! RIJCOSX wB97M-V def2-TZVPD def2/J DEFGRID3
* xyz 0 3
C 0.1683 -0.1204 -0.8770
N -0.2563 -0.8875 0.0561
N 0.1524 1.6852 -0.1455
N -0.2954 1.9278 1.0559
O -0.7364 0.9734 1.7121
O -0.2660 3.0613 1.4781
S 0.6987 -0.0767 -2.3548
H -0.5655 -0.4105 0.9416
H -0.2804 -1.8847 -0.1131
H 0.5212 2.4689 -0.6614
*
```

Löwdin atomic charge list, values in e, 8 entries: C -0.829; N 0.089; N 0.092; N -0.522; O -0.012; O 0.062; S 0.840; H 0.071

=====

On energetic grounds, version one is preferred over the next structure by 0.0163 hartree.

=====

Version one
ORCA calculation (ωB97M-V with the def2-TZVPD basis set) on a 12-piece molecular cluster, C17H58N4O12 overall.

Results
SMILES: NC(N)=O.NC(N)=O.CCO.CCO.CCO.CCO.CCO.CO.CO.CO.CO.CO
frontier orbital gap: 8.16 eV

```
! RIJCOSX wB97M-V def2-TZVPD def2/J DEFGRID3
* xyz 0 1
C 0.6705 3.4345 1.1646
C 0.2388 4.2894 0.0180
O 1.2248 5.1725 -0.3590
H 1.5564 2.8895 0.9262
H 0.0645 2.6328 1.4193
H 0.8175 4.0421 1.9804
H -0.7302 4.7170 0.2776
H 0.0673 3.5005 -0.7016
H 0.9169 5.5737 -1.2100
C -0.6435 -4.1512 -0.4032
C -1.2690 -5.0999 0.6138
O -2.6555 -5.2477 0.3074
H -1.0390 -4.2882 -1.4118
H 0.4162 -4.1852 -0.4871
H -0.8740 -3.1587 -0.0882
H -1.1331 -4.6644 1.5917
H -0.8540 -6.1052 0.5968
H -2.9978 -5.9768 0.8582
C 1.7107 -1.1881 -0.8652
C 0.9336 -0.1081 -0.0824
O 0.2721 0.7493 -0.9213
H 1.1581 -1.7507 -1.6251
H 2.0163 -2.0163 -0.2260
H 2.4845 -0.6883 -1.4021
H 1.6964 0.3036 0.5511
H 0.2629 -0.6361 0.5915
H -0.5923 0.3748 -0.9764
C 1.8536 1.2899 -3.5595
C 2.1711 2.5451 -2.7512
O 2.5228 2.1678 -1.4478
H 1.0108 0.7176 -3.1911
H 2.7161 0.6600 -3.8288
H 1.3864 1.6786 -4.4610
H 1.2985 3.2206 -2.6039
H 2.9322 3.1092 -3.1594
H 1.7384 1.7293 -1.0436
C -2.1133 1.9434 -4.2162
C -2.2600 2.5426 -2.8151
O -2.5690 1.4623 -1.9713
H -2.9053 1.1963 -4.4298
H -1.1332 1.4840 -4.3447
H -2.3584 2.7107 -4.9458
H -3.1076 3.3352 -2.7445
H -1.3509 3.0434 -2.5031
H -2.5581 1.8360 -1.0822
C -3.4781 -1.4271 -0.0655
O -2.1805 -1.1234 -0.3957
N -3.8656 -2.6433 0.3212
N -4.4971 -0.6400 -0.1515
H -3.0468 -3.3185 0.3090
H -4.6247 -2.9172 0.9205
H -4.2710 0.2752 -0.5831
H -5.5281 -0.8558 -0.1410
C -0.1102 -2.1963 2.8397
O 0.9407 -2.6205 1.9714
N -1.2584 -1.8220 2.4608
N 0.1206 -2.2616 4.1346
H -1.3863 -1.7493 1.4859
H -1.9977 -1.5953 3.1589
H 0.9578 -2.7338 4.3961
H -0.6160 -2.1013 4.8590
C -1.5147 -1.6491 -3.2653
O -2.8285 -1.2978 -2.9656
H -1.1048 -2.5020 -2.6509
H -0.7877 -0.8314 -3.2282
H -1.4747 -2.0041 -4.3094
H -2.8117 -0.4623 -2.5104
C 3.8929 -1.9914 2.9092
O 3.4092 -1.3243 1.7719
H 4.8623 -1.5528 3.1702
H 4.0901 -3.0618 2.8705
H 3.3522 -1.7382 3.7340
H 2.5983 -1.7100 1.5048
C 5.2837 1.4101 0.2444
O 4.2573 2.1420 0.7125
H 6.0288 1.1046 1.0203
H 5.7299 2.0769 -0.5624
H 4.9934 0.4420 -0.2104
H 3.6689 2.3472 -0.0421
C 1.0242 1.0289 3.5685
O 1.5614 0.0751 4.4378
H -0.0255 0.8314 3.4516
H 1.4908 0.8351 2.6464
H 1.2190 2.0524 3.8584
H 1.0698 -0.8057 4.3089
C -2.2611 1.5431 1.6372
O -2.3525 2.5136 0.5381
H -3.2295 1.4157 2.1693
H -1.6365 1.8970 2.4507
H -1.8037 0.5719 1.3716
H -2.8531 3.2873 0.8096
*
```

Löwdin atomic charge list, values in e, 8 entries: C -0.066; C -0.362; O -0.036; H 0.065; H 0.023; H 0.065; H 0.109; H 0.072

=====

Version two
ORCA calculation (ωB97M-V with the def2-TZVPD basis set) on a 12-piece molecular cluster, C17H58N4O12 overall.

Results
SMILES: NC(N)=O.NC(N)=O.CCO.CCO.CCO.CCO.CCO.CO.CO.CO.CO.CO
frontier orbital gap: 7.90 eV

```
! RIJCOSX wB97M-V def2-TZVPD def2/J DEFGRID3
* xyz 0 1
C -3.1341 4.9134 0.1957
C -2.3317 3.9325 -0.6988
O -2.9707 3.5931 -1.9024
H -4.0616 4.5597 0.5887
H -3.4431 5.7681 -0.3986
H -2.4665 5.3632 0.9925
H -2.0339 3.0764 -0.1099
H -1.3416 4.4317 -0.8046
H -2.3982 3.0865 -2.5145
C -1.6169 0.2552 1.5385
C -0.2483 -0.2284 1.3033
O 0.5676 0.5812 0.5456
H -1.7055 0.9767 2.2655
H -2.0913 -0.5617 1.9406
H -2.1535 0.5509 0.6626
H -0.2305 -1.1306 0.7493
H 0.2037 -0.3787 2.2988
H 1.4429 0.1800 0.2842
C 3.0401 -3.3129 3.0317
C 1.7646 -3.3029 2.1527
O 1.9977 -2.9725 0.8553
H 2.6366 -3.7289 3.9739
H 3.5805 -2.3744 3.1855
H 3.9642 -3.8937 2.7135
H 1.0632 -2.5184 2.6563
H 1.2433 -4.2498 2.1777
H 1.1329 -2.9237 0.4059
C 2.9855 0.8144 2.5615
C 4.5060 0.7707 2.6332
O 5.0284 -0.1345 1.7954
H 2.7631 1.1654 1.5640
H 2.5508 1.4646 3.3751
H 2.5175 -0.1666 2.7906
H 4.8771 0.4931 3.6457
H 4.8635 1.7437 2.3729
H 5.9246 -0.3817 2.1113
C -5.6507 -0.0542 0.4800
C -5.0910 0.2462 -0.9072
O -5.1663 -0.9339 -1.6521
H -6.6490 -0.5660 0.4742
H -5.6642 0.8644 1.0813
H -4.9155 -0.7334 0.9652
H -3.9887 0.4197 -0.8197
H -5.6229 1.0965 -1.3163
H -4.9677 -0.6867 -2.5625
C -0.5060 -3.4141 -2.0587
O 0.0728 -3.1062 -0.8648
N 0.1157 -3.4991 -3.1864
N -1.7895 -3.4959 -2.2184
H 1.1727 -3.6122 -3.2024
H -0.3528 -3.5564 -4.0622
H -2.3763 -3.4499 -1.3804
H -2.1834 -3.8082 -3.1055
C 2.9043 -0.3795 -1.4769
O 3.8303 0.4681 -2.1563
N 1.8919 -0.9613 -1.9758
N 2.9664 -0.5628 -0.2237
H 1.5896 -0.7370 -2.9944
H 1.2719 -1.6007 -1.4826
H 3.8521 -0.1881 0.1937
H 2.5967 -1.4168 0.2242
C -2.0489 -0.1893 -2.3360
O -2.6033 -1.0842 -3.3402
H -2.1280 -0.6418 -1.3544
H -2.4877 0.7985 -2.3402
H -1.0795 -0.1216 -2.5578
H -2.2309 -1.9216 -3.0904
C 0.3186 3.5995 2.0160
O 0.7685 3.2157 0.7607
H 1.0727 3.5855 2.7574
H -0.5858 3.0491 2.3241
H -0.0529 4.5990 2.0370
H 0.5299 2.2469 0.5479
C 3.9750 2.9623 -0.1997
O 4.9856 1.9474 -0.4000
H 4.1112 3.5689 0.7170
H 3.0201 2.5343 -0.1767
H 4.3073 3.4644 -1.1473
H 4.6082 1.4508 -1.1489
C -1.7662 -5.2055 1.4348
O -1.3444 -3.8557 1.6000
H -1.5833 -5.6390 0.4238
H -2.8402 -5.2764 1.5492
H -1.3679 -5.8973 2.1700
H -1.7564 -3.2590 0.9603
C 0.6308 2.4317 -2.7533
O -0.5952 2.6213 -3.3779
H 1.4113 2.2584 -3.4837
H 0.6057 1.5968 -2.0295
H 0.8901 3.3823 -2.2246
H -0.5311 1.9851 -4.0483
*
```

Löwdin atomic charge list, values in e, 8 entries: C -0.075; C -0.333; O -0.083; H 0.049; H 0.063; H 0.086; H 0.080; H 0.111

=====

On energetic grounds, version one is preferred over the next structure by 0.0285 hartree.

=====

Version one
ORCA calculation (ωB97M-V with the def2-TZVPD basis set) on the molecule CH2N2O.

Results
SMILES: O=C1NN1
frontier orbital gap: 10.74 eV

```
! RIJCOSX wB97M-V def2-TZVPD def2/J DEFGRID3
* xyz 0 1
C -0.0299 -0.4215 0.5270
N -0.8878 0.0488 -0.3807
N 0.0715 1.0074 0.3418
O 0.4968 -1.3835 1.0558
H -0.6580 -0.3410 -1.3671
H 1.0073 1.0897 -0.1769
*
```

For reference, the Löwdin charges in units of e are: C -0.568; N 0.080; N 0.101; O 0.096; H 0.164; H 0.127

=====

Version two
ORCA calculation (ωB97M-V with the def2-TZVPD basis set) on a 2-piece molecular cluster, CH2N2O overall.

Results
frontier orbital gap (spin up / spin down): 5.51 / 3.82 eV

```
! RIJCOSX wB97M-V def2-TZVPD def2/J DEFGRID3
* xyz 0 1
C 0.7044 0.1163 0.0166
N -0.0806 -0.7330 0.6617
N 0.2094 -0.9657 -0.7087
O 1.4126 1.0490 -0.1040
H -1.5994 1.3340 1.5379
H -0.6465 -0.8005 -1.4034
*
```

For reference, the Löwdin charges in units of e are: C -0.659; N 0.162; N 0.100; O 0.143; H 0.081; H 0.172

=====

On energetic grounds, version one is preferred over the next structure by 0.2304 hartree.

=====

Version one
ORCA calculation (ωB97M-V with the def2-TZVPD basis set) on the molecule C2H4FN.

Results
SMILES: C/N=C/F
frontier orbital gap: 11.90 eV

```
! RIJCOSX wB97M-V def2-TZVPD def2/J DEFGRID3
* xyz 0 1
C 1.1319 0.3262 0.1241
C -1.0576 -0.3326 -0.0539
N 0.3659 -0.6454 0.1027
F 2.4440 0.0973 -0.0198
H 1.0045 1.4060 -0.0019
H -1.1252 -0.6627 -1.0072
H -1.2891 0.8106 0.1809
H -1.4744 -0.9995 0.6751
*
```

For reference, the Löwdin charges in units of e are: C -0.282; C -0.107; N 0.008; F 0.021; H 0.134; H 0.036; H 0.123; H 0.067

=====

Version two
ORCA calculation (ωB97M-V with the def2-TZVPD basis set) on a 2-piece molecular cluster, C2H4FN overall.

Results
frontier orbital gap: 11.03 eV

```
! RIJCOSX wB97M-V def2-TZVPD def2/J DEFGRID3
* xyz 0 1
C 0.4466 -0.0836 -0.1668
C -0.9552 0.3437 -0.0543
N 0.8019 -1.1827 0.1052
F 1.3067 0.9586 -0.1888
H -1.5728 -0.6249 0.1215
H -1.4133 0.9146 -0.8079
H -0.9538 0.9422 0.7866
H 2.3398 -1.2678 0.2045
*
```

For reference, the Löwdin charges in units of e are: C -0.638; C -0.022; N 0.129; F 0.025; H 0.128; H 0.062; H 0.056; H 0.260

=====

On energetic grounds, version one is preferred over the next structure by 0.0583 hartree.